1.
C25H33N3O4 as an isolated structure. Source: the Open Molecules 2025 dataset; level of theory: the ωB97M-V functional and the def2-TZVPD basis.

## Properties
Maximum force, eV/Å: 19.225
Total energy, eV: -39097.395
Energy relative to the best compared isomer or geometry (same formula, charge and spin), kcal per mole: 591.32

ORCA input file:
```
! RIJCOSX wB97M-V def2-TZVPD def2/J DEFGRID3
* xyz 0 1
C -7.34037 -3.20465 0.63106
H -6.94142 -3.62135 -0.42066
H -6.47894 -3.38981 1.25412
H -8.28258 -3.68924 0.80704
C -7.50577 -1.85990 0.32114
C -6.25770 -1.12797 0.21074
C -5.63724 -1.41489 -0.87552
C -4.35130 -0.68094 -1.44236
C -3.78135 0.17611 -0.49237
C -4.33438 0.36070 0.79746
C -5.65270 0.01166 1.08844
H -6.18668 0.11671 1.90901
H -3.89490 0.87992 1.41615
N -2.47254 0.80625 -0.70633
C -1.68590 1.48609 -0.12309
O -1.97303 1.82692 1.26747
C -0.38482 1.77121 -0.67964
C 0.80238 1.80092 0.21431
C 2.10867 1.14982 -0.47586
O 1.92171 -0.04254 -0.72424
N 3.06686 1.80274 -0.41184
C 4.30652 1.46270 -0.57230
C 5.34249 1.22306 0.52155
H 5.27339 2.01265 1.31867
H 6.36340 1.15139 -0.14649
C 4.99876 -0.13651 1.19633
N 5.15027 -1.50297 0.35877
C 4.11526 -2.14649 0.37155
C 4.28368 -3.41312 -0.53932
O 5.65060 -4.03062 -0.37565
C 6.65354 -2.91921 -0.51902
C 6.38955 -1.97980 0.46881
H 7.24474 -1.16663 0.54708
H 6.44130 -2.55132 1.57395
H 7.54142 -3.63539 -0.28363
H 6.72434 -2.34673 -1.42103
H 3.64682 -4.16723 -0.77479
H 4.33464 -2.88989 -1.37978
H 3.11488 -1.77540 0.18013
H 3.88949 -2.65953 1.49128
H 5.53667 -0.31886 2.32217
H 3.71029 -0.01384 1.67216
H 4.76084 2.08112 -1.36028
H 4.24609 0.29008 -1.24845
C 2.78517 3.21996 0.08461
C 1.54621 3.24652 0.02890
C 0.57330 4.04198 0.95423
C -0.51798 4.07609 0.27403
H -1.55729 4.75744 0.40893
C -0.53541 3.54125 -1.00883
H -0.96825 3.81284 -1.97201
O 1.00004 3.73050 -1.32187
H 0.92391 4.56432 1.79350
H 3.47904 3.79502 -0.38036
H 3.33724 3.21183 1.31109
H 0.65108 1.64713 1.36585
H -0.30007 1.31830 -1.73124
H -2.24178 0.45533 -1.60553
H -3.80666 -0.81063 -2.23847
H -5.84264 -1.95921 -1.48235
C -8.52706 -1.35532 -0.64263
H -9.50921 -1.70314 -0.18563
H -8.28368 -1.65041 -1.60782
H -8.82737 -0.23121 -0.50414
H -7.83553 -1.43378 1.49298
*
```

Atomic partial charges in e from the Mulliken method, atoms 1 to 8: -1.453 0.206 0.394 0.384 1.044 0.411 -1.277 -1.460

=====

2.
One molecule with the formula C25H33NO3S. Source: the Open Molecules 2025 dataset; level of theory: the ωB97M-V functional and the def2-TZVPD basis.

## Properties
Maximum force, eV/Å: 0.629
Total energy, eV: -44929.254
Energy relative to the best compared isomer or geometry (same formula, charge and spin), kcal per mole: 0.00
SMILES: CCOC(=O)C1(Cc2ccccc2)CCN(Cc2ccc([C@H]3CCCCO3)s2)CC1

ORCA input file:
```
! RIJCOSX wB97M-V def2-TZVPD def2/J DEFGRID3
* xyz 0 1
C 0.02069 -1.33819 1.71194
C 1.34937 -1.87896 1.20255
H 1.36121 -2.97092 1.21280
H 2.17256 -1.48837 1.81093
O 1.57845 -1.52085 -0.16158
C 2.00268 -0.27505 -0.39042
O 2.24821 0.51349 0.48561
C 2.17727 0.00631 -1.87955
C 2.10110 1.51721 -2.11089
C 0.70815 2.04253 -1.77257
N -0.30607 1.36546 -2.56168
C -0.28696 -0.06709 -2.32545
C 1.06809 -0.65037 -2.70590
H 1.25874 -0.45765 -3.76315
H 1.05565 -1.72793 -2.54147
H -1.07144 -0.52087 -2.93750
H -0.49251 -0.31434 -1.27134
C -1.63519 1.93763 -2.38577
C -2.19509 1.75612 -1.00793
C -1.96736 2.51417 0.09994
C -2.52879 1.96863 1.27583
C -3.18068 0.79562 1.05899
S -3.12050 0.34209 -0.60757
C -3.88940 -0.08126 2.03454
O -3.39069 -1.39825 1.86994
C -3.96785 -2.30535 2.77780
C -5.48423 -2.39724 2.61009
C -6.09343 -1.00796 2.78406
C -5.41067 -0.04186 1.81993
H -5.76813 0.97834 1.96763
H -5.61836 -0.33904 0.78956
H -7.16768 -1.03483 2.59329
H -5.94022 -0.66738 3.81171
H -5.89132 -3.09598 3.34181
H -5.70742 -2.77044 1.60889
H -3.48969 -3.26608 2.57445
H -3.72858 -1.99981 3.80975
H -3.66317 0.26813 3.05869
H -2.44589 2.42933 2.24440
H -1.41921 3.43958 0.08132
H -1.56699 3.00498 -2.61553
H -2.29463 1.46388 -3.11855
H 0.65797 3.10959 -2.00706
H 0.53613 1.92218 -0.69115
H 2.83049 2.02558 -1.47979
H 2.32154 1.72856 -3.15824
C 3.55120 -0.57219 -2.29846
C 4.67034 -0.10110 -1.41473
C 5.00712 -0.81216 -0.26958
C 6.01094 -0.36612 0.57018
C 6.69785 0.79836 0.27311
C 6.37995 1.50748 -0.87179
C 5.37392 1.05954 -1.70942
H 5.13514 1.61497 -2.60520
H 6.91665 2.41353 -1.11353
H 7.48027 1.14933 0.92978
H 6.25846 -0.92822 1.45908
H 4.47895 -1.72648 -0.03608
H 3.48541 -1.66187 -2.25554
H 3.74133 -0.27845 -3.33304
H -0.80745 -1.69430 1.10372
H -0.13557 -1.66484 2.73602
H 0.02933 -0.25082 1.69211
*
```

Atomic partial charges in e from the Mulliken method, atoms 1 to 8: -1.019 -0.382 0.400 0.314 -0.281 -0.327 -0.643 2.263

=====

3.
One molecule with the formula C25H33NO5. Source: the Open Molecules 2025 dataset; level of theory: the ωB97M-V functional and the def2-TZVPD basis.

## Properties
Maximum force, eV/Å: 0.763
Total energy, eV: -38188.275
Energy relative to the best compared isomer or geometry (same formula, charge and spin), kcal per mole: 6.19
SMILES: CCOC(=O)[C@@]1(Cc2ccccc2C)CCCN(Cc2cc(OC)c(O)c(OC)c2)C1

ORCA input file:
```
! RIJCOSX wB97M-V def2-TZVPD def2/J DEFGRID3
* xyz 0 1
C 4.62908 1.17071 1.44914
C 3.72677 1.67437 0.33164
H 4.04240 1.28157 -0.63710
H 3.72576 2.76917 0.30896
O 2.38576 1.21252 0.49543
C 1.60744 1.88806 1.34479
O 1.96381 2.87797 1.93334
C 0.19721 1.31480 1.39119
C -0.54259 1.83680 2.62962
C -2.04270 1.58255 2.53138
C -2.60193 2.11385 1.21578
N -1.89339 1.49874 0.11091
C -0.49800 1.88768 0.13783
H -0.01166 1.49495 -0.75803
H -0.39002 2.98881 0.13699
C -2.49455 1.78003 -1.18412
C -1.91805 0.86449 -2.22965
C -1.20576 1.35038 -3.30489
C -0.64581 0.50351 -4.26613
C -0.81511 -0.87337 -4.12452
C -1.54289 -1.36265 -3.02529
C -2.08646 -0.50943 -2.08718
H -2.63490 -0.88052 -1.23832
O -1.64763 -2.73909 -3.00139
C -2.45143 -3.32269 -2.00712
H -2.43302 -4.39365 -2.20468
H -2.05332 -3.13274 -1.00642
H -3.48195 -2.95941 -2.06476
O -0.30305 -1.78290 -5.01600
H -0.56981 -2.65819 -4.70268
O 0.02394 1.15025 -5.25897
C 0.62080 0.42144 -6.30918
H 1.39187 -0.25805 -5.94096
H 1.07428 1.17215 -6.95586
H -0.11905 -0.14873 -6.87442
H -1.05818 2.41012 -3.44030
H -2.35421 2.83242 -1.48426
H -3.56936 1.59371 -1.09537
H -3.66251 1.86003 1.13498
H -2.51072 3.21547 1.19198
H -2.24060 0.51211 2.59698
H -2.55114 2.06920 3.36536
H -0.15111 1.36452 3.53089
H -0.35466 2.91001 2.70655
C 0.18456 -0.21488 1.27646
C 0.76376 -0.99894 2.42280
C 1.67953 -0.45152 3.31154
C 2.22079 -1.19921 4.34274
C 1.85221 -2.52179 4.50038
C 0.95375 -3.08510 3.61259
C 0.40835 -2.34541 2.57290
C -0.54116 -3.00449 1.61619
H -1.53180 -2.55301 1.68042
H -0.18399 -2.89616 0.59262
H -0.63497 -4.06429 1.84130
H 0.67291 -4.12305 3.72583
H 2.26581 -3.11380 5.30333
H 2.93016 -0.74589 5.01944
H 1.98523 0.57699 3.20462
H -0.85511 -0.50172 1.11842
H 0.72870 -0.48925 0.36725
H 5.65895 1.44392 1.23786
H 4.33431 1.61780 2.39504
H 4.55451 0.08883 1.53210
*
```

Atomic partial charges in e from the Mulliken method, atoms 1 to 8: -1.106 -0.361 0.361 0.344 -0.241 -1.232 -0.628 3.645

=====

4.
C25H33NOP2SiTb as an isolated structure. Source: the Open Molecules 2025 dataset; level of theory: the ωB97M-V functional and the def2-TZVPD basis.

## Properties
Maximum force, eV/Å: 5.253
Total energy, eV: -78883.034

ORCA input file:
```
! RIJCOSX wB97M-V def2-TZVPD def2/J DEFGRID3
* xyz 1 7
C -1.33939 3.37458 -3.02187
C -1.22814 2.03015 -2.66424
C 0.06844 1.45334 -2.75012
C 1.18267 2.23986 -3.10667
C 1.02158 3.55644 -3.56378
C -0.23674 4.12427 -3.45710
C 2.48870 1.58357 -2.89713
C 2.51688 0.12465 -3.23531
C 1.36330 -0.58421 -2.83248
C 1.38990 -2.00661 -2.67085
C 2.58901 -2.64940 -2.93652
C 3.70268 -1.96228 -3.41247
C 3.66296 -0.58407 -3.63422
H -2.33504 3.86162 -3.00382
H 1.88323 4.09445 -3.94624
H -0.37854 5.18261 -3.69565
H 3.29991 2.14277 -3.37567
H 2.67309 -3.73332 -2.78952
H 4.64546 -2.49444 -3.59045
H 4.51202 -0.01718 -4.04026
N 0.29793 0.15766 -2.29354
Tb 0.30341 0.27606 -0.00314
C -2.43052 1.28153 -2.17824
H -2.48656 0.26642 -2.57353
H -3.37282 1.79381 -2.41080
C 0.19108 -2.75285 -2.16152
H -0.73235 -2.44028 -2.65329
H 0.30404 -3.83783 -2.25884
P -2.35997 1.10874 -0.32484
P -0.07913 -2.45341 -0.33940
C 1.28877 -3.38828 0.39902
H 1.21317 -3.28585 1.48568
H 1.21450 -4.43806 0.10448
H 2.24920 -2.97253 0.08236
C -1.54929 -3.46053 0.04215
H -1.35741 -4.50485 -0.26285
H -1.71899 -3.38839 1.13091
H -2.42013 -3.04006 -0.49186
C -2.79373 2.78196 0.26326
H -3.85774 3.01613 0.06857
H -2.60258 2.79467 1.35480
H -2.14650 3.53617 -0.21626
C -3.86870 0.15713 0.07817
H -3.87957 0.00731 1.18297
H -4.78505 0.70745 -0.24552
H -3.80445 -0.83102 -0.43520
C 3.00781 1.68044 -1.42505
O 2.34392 1.19935 -0.42722
H 3.99628 2.16126 -1.57001
C 1.46107 -0.96631 5.66883
Si -0.13861 -0.13478 5.11810
C -1.60217 -0.96947 5.95277
C -0.07306 1.66833 5.64940
C -0.26804 -0.26880 3.30996
C -0.47477 -0.46561 2.09198
H 1.54221 -0.99667 6.76376
H 2.33011 -0.42817 5.26957
H 1.50211 -1.99352 5.28576
H -1.55795 -0.94341 7.04109
H -2.52810 -0.48890 5.64357
H -1.65826 -2.01131 5.64451
H 0.83506 2.15316 5.26987
H -0.93488 2.21719 5.25034
H -0.08132 1.75931 6.74362
*
```

Atomic partial charges in e from the Mulliken method, atoms 1 to 8: -0.541 0.015 0.560 0.117 -1.038 -0.818 -0.047 -0.222

=====

5.
A 7-piece molecular cluster, C25H34BF19N2O18S overall. Source: the Open Molecules 2025 dataset; level of theory: the ωB97M-V functional and the def2-TZVPD basis.

## Properties
Maximum force, eV/Å: 0.987
Total energy, eV: -129457.673
Energy relative to the best compared isomer or geometry (same formula, charge and spin), kcal per mole: 0.00
SMILES: O=NOCN(B(O)O)S(=O)(=O)F.CCOC(=O)C(F)(F)F.CCOC(=O)C(F)(F)F.CCOC(=O)C(F)(F)F.CCOC(=O)C(F)(F)F.CCOC(=O)C(F)(F)F.CCOC(=O)C(F)(F)F

ORCA input file:
```
! RIJCOSX wB97M-V def2-TZVPD def2/J DEFGRID3
* xyz 0 1
O -0.10825 -0.91378 -1.58479
N 0.91665 -0.41712 -1.45842
O 1.47864 -0.77777 -0.15697
C 1.30471 0.32265 0.75080
N 1.81928 -0.15258 2.02161
B 3.33799 -0.01139 2.19777
O 4.08055 -1.13171 2.13652
O 3.91469 1.21229 2.38565
S 0.99641 0.25732 3.36164
O 1.91202 0.25527 4.44148
O 0.06044 1.29550 3.12024
F 0.11816 -1.03336 3.53376
H 0.24778 0.57180 0.83542
H 1.86792 1.18170 0.37863
H 3.55629 -1.89112 1.85714
H 3.83531 1.83475 1.65932
C 5.01160 6.76530 2.84207
C 3.63230 7.29110 2.51998
O 2.99667 6.49818 1.48549
C 2.43979 5.37205 1.88627
O 2.39483 4.92069 2.99007
C 1.75916 4.67094 0.68596
F 2.56588 4.61776 -0.37940
F 0.64515 5.32146 0.34478
F 1.42847 3.42151 1.02135
H 5.62558 6.72740 1.94198
H 5.49262 7.42415 3.56416
H 4.96035 5.76508 3.27049
H 3.67165 8.29385 2.10195
H 2.98741 7.30393 3.39779
C -1.24584 5.53021 3.92410
C -1.17902 5.57759 5.43054
O -0.77581 6.89050 5.89321
C -1.72317 7.80631 5.95036
O -2.88261 7.68764 5.69071
C -1.12274 9.13608 6.47079
F 0.03193 9.42456 5.85993
F -0.88532 9.03962 7.78610
F -1.96858 10.13909 6.26747
H -0.28704 5.82992 3.49777
H -1.47139 4.51617 3.59597
H -2.01940 6.19220 3.54090
H -0.41496 4.90752 5.81766
H -2.13301 5.31583 5.88682
C 1.79693 -4.16609 -3.29526
C 2.81736 -5.26172 -3.09585
O 3.96632 -4.74549 -2.37853
C 3.84021 -4.66575 -1.06777
O 2.91045 -4.99736 -0.39480
C 5.12858 -4.06294 -0.45989
F 5.52180 -2.98572 -1.14508
F 6.11560 -4.96487 -0.48456
F 4.91640 -3.70465 0.80359
H 2.25155 -3.31448 -3.80288
H 0.96733 -4.53138 -3.89905
H 1.40775 -3.82937 -2.33471
H 3.21971 -5.61389 -4.04184
H 2.40923 -6.11013 -2.55005
C 2.32869 -10.88214 -7.98630
C 2.97486 -10.08550 -6.87688
O 2.16494 -8.94180 -6.51172
C 1.15458 -9.18605 -5.69658
O 0.83350 -10.22934 -5.21493
C 0.41464 -7.86374 -5.38109
F 0.20763 -7.13970 -6.48222
F 1.16596 -7.12738 -4.53904
F -0.74855 -8.10586 -4.79789
H 2.13322 -10.24543 -8.84918
H 2.99480 -11.68841 -8.29175
H 1.38690 -11.31928 -7.65749
H 3.92146 -9.65393 -7.19309
H 3.14658 -10.69224 -5.98875
C -1.69143 -3.67498 -1.29587
C -2.98832 -3.06849 -1.77569
O -3.55795 -3.84429 -2.85554
C -4.24044 -4.91888 -2.50056
O -4.45966 -5.31545 -1.39624
C -4.79245 -5.62318 -3.76474
F -3.85669 -5.72565 -4.71303
F -5.81561 -4.91396 -4.26092
F -5.22730 -6.83973 -3.46379
H -0.99661 -3.78096 -2.12800
H -1.23928 -3.03737 -0.53935
H -1.85616 -4.66030 -0.86049
H -2.83096 -2.08189 -2.20599
H -3.71953 -2.98436 -0.97261
C -7.57466 5.22719 2.75000
C -6.78821 4.26912 1.88554
O -5.87210 4.97766 1.01710
C -4.73543 5.36103 1.56861
O -4.36959 5.18184 2.69123
C -3.85770 6.07569 0.51107
F -4.56485 6.95568 -0.19978
F -3.34738 5.16660 -0.33216
F -2.85207 6.71354 1.09952
H -8.10004 5.95497 2.13151
H -8.30786 4.67292 3.33516
H -6.92031 5.76350 3.43595
H -7.43461 3.72110 1.20420
H -6.22431 3.55421 2.48340
*
```

Atomic partial charges in e from the Mulliken method, atoms 1 to 8: -0.137 0.087 -0.091 -0.547 0.077 0.602 -0.459 -0.486

=====

6.
A 2-piece molecular cluster, C25H34ClNO4 overall. Source: the Open Molecules 2025 dataset; level of theory: the ωB97M-V functional and the def2-TZVPD basis.

## Properties
Maximum force, eV/Å: 9.440
Total energy, eV: -48659.265
SMILES: CCCCCCCCCCC1=CC(=O)C(C[C@@H]2CO2)=C(CC(=O)Cl)C1=O.c1cc[nH]c1

ORCA input file:
```
! RIJCOSX wB97M-V def2-TZVPD def2/J DEFGRID3
* xyz 0 1
C 5.22222 -0.64374 1.34386
C 5.27246 -2.25102 1.02243
C 4.52568 -2.70766 -0.36375
C 4.86626 -1.78670 -1.67580
C 3.58327 -1.82649 -2.69431
C 2.55228 -0.55925 -2.57193
C 2.47706 0.14143 -1.09253
C 1.60027 1.56334 -1.07581
C 0.22359 1.48701 -1.97043
C -1.03475 2.37056 -1.33062
C -1.86229 1.36235 -0.33771
C -1.26732 0.90099 0.94841
C -2.15384 -0.14778 1.85230
O -1.91573 -0.29694 3.18461
C -3.30988 -1.04274 1.04224
C -3.72769 -2.46583 1.74053
C -3.06381 -3.66039 0.58980
C -1.53675 -4.31642 1.06188
O -1.77104 -3.22901 -0.15666
C -3.90583 -0.59421 -0.25164
C -5.02768 -1.47216 -1.12298
C -6.40946 -0.62320 -1.41308
O -6.86788 -0.48698 -2.66035
Cl -7.26278 0.09394 0.11384
C -3.37880 0.87819 -0.82173
O -4.14948 1.66241 -1.61156
H 5.67007 -0.46962 2.42811
H 5.96270 -0.07235 0.60529
H 4.14608 -0.17368 1.35538
H 6.38736 -2.62030 1.12685
H 4.68041 -2.78791 1.90917
H 4.92930 -3.80379 -0.61042
H 3.35728 -2.81331 -0.22409
H 5.76546 -2.32047 -2.24967
H 5.22989 -0.69916 -1.44493
H 4.02039 -1.79515 -3.80319
H 3.01327 -2.85167 -2.52699
H 2.78016 0.25054 -3.41687
H 1.46960 -0.98453 -2.84038
H 3.53982 0.44309 -0.64536
H 2.00576 -0.65368 -0.33895
H 1.41200 1.87715 0.04555
H 2.28789 2.41849 -1.54043
H -0.10556 0.35451 -2.00497
H 0.50462 1.91202 -3.04836
H -1.73027 2.65947 -2.25216
H -0.68567 3.31798 -0.73899
H -0.21884 1.22779 1.36185
H -4.87673 -2.68030 1.79179
H -3.14551 -2.63334 2.74207
H -3.88492 -4.43002 0.03130
H -2.04330 -5.38401 0.87449
H -0.63806 -4.59309 0.39602
H -5.36961 -2.44805 -0.52679
H -4.51381 -1.89150 -2.11495
N -1.36120 5.61307 1.49495
C -0.42917 5.83978 2.47396
C -0.49576 4.79978 3.37406
C -1.49924 3.91159 2.91866
C -2.01500 4.43680 1.75501
H -1.53821 6.21847 0.70388
H 0.19887 6.72016 2.44724
H 0.11350 4.69182 4.26202
H -1.81153 2.98795 3.38858
H -2.79012 4.07581 1.09225
*
```

Atomic partial charges in e from the Mulliken method, atoms 1 to 8: -0.717 -0.518 -0.471 -0.453 -0.659 -0.460 0.058 -0.537